{"formula": "C52H39F5N5O3STeV", "method": "the ωB97M-V functional and the def2-TZVPD basis", "species": ["V", "C", "C", "N", "C", "C", "C", "C", "C", "C", "C", "N", "C", "C", "C", "C", "C", "C", "C", "C", "N", "C", "H", "H", "H", "H", "H", "H", "H", "H", "H", "H", "H", "H", "O", "N", "C", "C", "C", "C", "C", "S", "H", "H", "H", "H", "F", "C", "C", "F", "C", "F", "C", "O", "C", "F", "C", "F", "C", "C", "C", "C", "C", "C", "Te", "N", "C", "O", "C", "C", "C", "C", "C", "C", "C", "C", "C", "C", "C", "C", "C", "C", "C", "C", "H", "H", "H", "H", "H", "H", "H", "H", "H", "H", "H", "H", "H", "H", "H", "H", "H", "H", "H", "H", "H", "H", "H"], "xyz": [[-0.0621, -0.2132, 0.3813], [1.4991, -3.1510, -2.4742], [1.3857, -2.0164, -1.6535], [0.4798, -1.9268, -0.7149], [-0.4287, -2.9304, -0.5606], [-0.4101, -4.0897, -1.3556], [0.6232, -4.1850, -2.3113], [-1.4259, -5.0657, -1.1762], [-2.4027, -4.8187, -0.2515], [-2.4274, -3.6599, 0.5593], [-1.4294, -2.7002, 0.4652], [-1.2242, -1.5419, 1.1406], [-1.8020, -1.1120, 2.4048], [-2.6394, -2.0000, 3.2391], [-2.5860, -1.9297, 4.6102], [-1.6724, -1.1546, 5.3427], [-0.6643, -0.4819, 4.6178], [0.3764, 0.2834, 5.1875], [1.3756, 0.8028, 4.3979], [1.3805, 0.5521, 3.0294], [0.3818, -0.1035, 2.4457], [-0.6400, -0.5743, 3.2016], [2.2863, -3.1922, -3.2194], [2.0418, -1.1632, -1.7673], [0.6953, -5.0802, -2.9202], [-1.4354, -5.9583, -1.7931], [-3.2107, -5.5346, -0.1360], [-3.2599, -3.5207, 1.2219], [-3.4394, -2.5527, 2.7746], [-3.3059, -2.5275, 5.1668], [-1.6923, -1.1220, 6.4280], [0.3767, 0.4443, 6.2615], [2.1774, 1.3998, 4.8190], [2.1806, 0.8978, 2.3979], [0.2441, 0.8629, -1.4709], [-0.5951, 1.3699, -2.3561], [-0.1270, 2.3954, -3.1050], [-0.8970, 3.0212, -4.0443], [-2.2226, 2.5997, -4.2005], [-2.6971, 1.5674, -3.4294], [-1.8879, 0.9029, -2.4681], [-2.3870, -0.3799, -1.4860], [0.9006, 2.6499, -2.9024], [-0.4748, 3.8380, -4.6156], [-2.8739, 3.0899, -4.9177], [-3.7170, 1.2183, -3.5154], [7.5338, 0.8232, 0.1913], [6.2059, 0.6287, 0.1933], [5.6222, -0.2648, 1.0620], [6.3987, -0.9529, 1.9021], [4.2559, -0.4560, 1.0718], [3.7516, -1.3342, 1.9370], [3.3693, 0.2281, 0.2094], [2.0992, 0.0894, 0.2404], [4.0270, 1.0970, -0.6883], [3.2899, 1.7685, -1.5830], [5.3912, 1.3081, -0.6823], [5.9372, 2.1768, -1.5385], [1.1279, 9.6842, -2.6251], [0.8041, 8.3720, -1.9523], [-0.4730, 8.0891, -1.4948], [-0.7841, 6.8667, -0.8884], [-2.2194, 6.6419, -0.4467], [0.2035, 5.8769, -0.7184], [-0.4323, 3.8675, 0.0046], [-1.1213, 1.3898, 0.9285], [-2.1712, 1.2546, 1.6381], [-2.7141, 0.0923, 2.1105], [-3.0413, 2.3656, 2.1765], [-3.1677, 2.4823, 3.5596], [-3.9644, 3.4775, 4.1152], [-4.6596, 4.3550, 3.2879], [-4.5509, 4.2266, 1.9062], [-3.7419, 3.2378, 1.3553], [0.9627, 3.9659, 1.5907], [2.1373, 3.2230, 1.4694], [3.1389, 3.2994, 2.4309], [2.9524, 4.1156, 3.5405], [1.7715, 4.8385, 3.6795], [0.7622, 4.7846, 2.7153], [-0.4857, 5.6198, 2.8824], [1.5053, 6.1611, -1.1925], [2.6367, 5.1576, -1.0989], [1.7804, 7.3941, -1.7914], [0.2727, 10.3624, -2.5962], [1.4016, 9.5318, -3.6723], [1.9712, 10.1803, -2.1381], [-1.2577, 8.8333, -1.6175], [-2.7755, 7.5866, -0.4372], [-2.2624, 6.1927, 0.5452], [-2.7363, 5.9515, -1.1258], [-2.6378, 1.7755, 4.1959], [-4.0524, 3.5629, 5.1946], [-5.2987, 5.1207, 3.7164], [-5.0981, 4.9013, 1.2560], [-3.6813, 3.1122, 0.2817], [2.2546, 2.5761, 0.6030], [4.0509, 2.7233, 2.3099], [3.7228, 4.1867, 4.3013], [1.6252, 5.4626, 4.5588], [-0.5508, 6.0275, 3.8960], [-1.3838, 5.0296, 2.6795], [-0.4777, 6.4557, 2.1712], [2.2907, 4.1501, -1.3440], [3.0419, 5.1136, -0.0848], [3.4524, 5.4267, -1.7770], [2.7889, 7.5868, -2.1579]], "forces_ev_per_angstrom": [[1.0, 1.7, -1.1], [0.2, 0.0, -0.1], [0.2, 0.0, -0.2], [-0.3, -0.9, -0.2], [0.0, 0.1, 0.1], [-0.1, 0.0, 0.1], [-0.1, -0.1, 0.0], [0.1, 0.0, 0.0], [0.0, 0.2, 0.2], [-0.1, -0.3, -0.2], [0.4, 0.3, 0.1], [-0.9, -0.9, 0.4], [0.2, 0.0, 0.0], [0.1, -0.1, 0.1], [0.1, 0.1, -0.1], [-0.1, 0.0, -0.1], [-0.1, -0.1, -0.1], [0.1, 0.0, -0.1], [0.0, 0.0, 0.2], [-0.2, -0.2, -0.1], [-0.1, -0.2, 0.9], [0.2, 0.1, -0.3], [-0.1, 0.0, 0.1], [0.0, 0.0, 0.0], [0.0, 0.0, 0.0], [0.0, 0.0, 0.0], [0.0, 0.0, 0.0], [0.0, 0.0, 0.1], [0.0, 0.0, 0.0], [0.0, 0.0, 0.0], [0.0, 0.0, -0.1], [0.0, 0.0, 0.0], [0.0, 0.0, 0.0], [-0.1, -0.1, 0.0], [0.1, -0.2, -0.4], [0.0, 0.1, 0.3], [0.0, -0.2, 0.0], [-0.1, 0.1, -0.1], [-0.1, -0.1, 0.1], [0.1, 0.0, 0.0], [0.1, -0.1, 0.1], [0.0, 0.2, -0.3], [0.0, 0.0, 0.1], [0.0, -0.1, 0.0], [0.0, -0.1, 0.0], [0.0, 0.0, 0.0], [0.4, 0.1, 0.0], [-0.1, 0.0, 0.0], [-0.3, 0.0, -0.1], [0.3, -0.3, 0.4], [0.1, 0.1, -0.1], [-0.2, -0.4, 0.3], [-0.5, -0.1, 0.1], [0.0, 0.0, 0.0], [0.1, 0.1, 0.0], [-0.1, 0.2, -0.2], [-0.3, -0.1, 0.0], [0.2, 0.3, -0.3], [0.0, -0.1, 0.0], [0.0, -0.1, 0.0], [0.0, -0.1, 0.1], [-0.1, -0.1, 0.1], [0.1, 0.1, -0.2], [-0.1, 0.0, -0.1], [0.3, 0.5, -0.2], [-1.3, 0.4, 1.0], [0.7, 0.0, -0.5], [0.2, 0.0, 0.0], [0.2, -0.1, -0.1], [0.0, 0.1, 0.2], [0.1, 0.0, -0.1], [0.0, -0.1, -0.1], [0.0, 0.0, 0.1], [-0.1, 0.0, 0.0], [0.2, 0.0, 0.2], [-0.1, 0.1, 0.0], [-0.1, 0.2, 0.0], [-0.1, 0.0, -0.1], [0.0, 0.0, 0.0], [0.0, 0.0, -0.1], [0.1, 0.0, 0.0], [0.0, -0.1, 0.0], [-0.2, 0.1, 0.0], [-0.1, -0.1, 0.1], [0.0, 0.0, 0.0], [0.0, 0.0, 0.0], [0.0, 0.0, 0.0], [0.0, 0.0, 0.0], [0.1, -0.1, 0.0], [0.0, 0.0, 0.0], [0.1, 0.1, 0.1], [-0.1, 0.1, -0.1], [0.0, 0.0, -0.1], [0.1, 0.0, 0.0], [0.0, 0.0, 0.0], [0.1, 0.0, 0.0], [0.0, 0.1, 0.2], [0.0, 0.0, 0.0], [0.0, 0.0, 0.0], [0.0, -0.1, -0.1], [0.0, 0.0, -0.1], [0.1, 0.0, 0.0], [0.0, -0.1, 0.1], [0.0, 0.1, 0.0], [0.0, 0.0, -0.1], [-0.1, 0.0, 0.0], [-0.1, 0.0, 0.1]], "gap_ev": [4.7, 4.7], "homo_energy_ev": [-0.9, -0.9], "relative_energy_kj_mol": 0.00, "largest_force_ev_per_a": 2.25, "multiplicity": 3, "total_charge": -2}

{"formula": "C52H40BF5N8O3PRuSb", "method": "the ωB97M-V functional and the def2-TZVPD basis", "species": ["Ru", "C", "N", "C", "N", "C", "N", "C", "C", "C", "C", "C", "C", "C", "N", "N", "C", "O", "C", "C", "C", "C", "C", "C", "N", "C", "N", "C", "N", "C", "H", "H", "H", "H", "H", "H", "H", "H", "H", "H", "H", "H", "H", "H", "H", "H", "O", "C", "O", "C", "P", "C", "C", "C", "C", "C", "C", "C", "C", "C", "C", "C", "C", "H", "H", "H", "H", "H", "H", "H", "H", "H", "H", "H", "H", "F", "B", "F", "F", "C", "C", "C", "C", "C", "C", "Sb", "C", "C", "C", "C", "F", "C", "C", "C", "C", "C", "C", "F", "C", "C", "H", "H", "H", "H", "H", "H", "H", "H", "H", "H", "H", "H"], "xyz": [[0.6116, 0.6448, -0.1590], [-1.4872, 5.4691, 1.8987], [-1.3121, 4.1363, 1.3342], [-0.1939, 3.4148, 1.2159], [-0.4984, 2.2006, 0.7969], [-1.8579, 2.2429, 0.6568], [-2.3792, 3.3988, 0.9696], [-2.5172, 5.4710, 3.0090], [-3.3219, 6.5821, 3.2066], [-4.3004, 6.5765, 4.1948], [-4.5166, 5.4426, 4.9582], [-3.7223, 4.3179, 4.7484], [-2.7072, 4.3456, 3.8013], [-4.0174, 3.0737, 5.4621], [-4.8794, 2.8524, 6.3909], [-4.8243, 1.4915, 6.6662], [-3.9314, 0.9964, 5.8852], [-3.3662, 1.9410, 5.0891], [-3.4663, -0.3864, 5.7640], [-4.0356, -1.3962, 6.5383], [-3.5514, -2.6882, 6.4299], [-2.4959, -2.9793, 5.5694], [-1.9277, -1.9771, 4.7995], [-0.7030, -2.2361, 3.9520], [-0.8308, -1.8057, 2.5644], [-0.6855, -0.5919, 2.0570], [-0.8554, -0.6300, 0.7409], [-1.1023, -1.9489, 0.5014], [-1.1124, -2.6895, 1.5806], [-2.4286, -0.6833, 4.8931], [-1.7971, 6.1521, 1.1087], [-0.5031, 5.7843, 2.2480], [0.7940, 3.7770, 1.4402], [-2.4350, 1.4114, 0.2943], [-3.1969, 7.4579, 2.5795], [-4.9209, 7.4503, 4.3414], [-5.3069, 5.4047, 5.6959], [-2.1093, 3.4575, 3.6420], [-4.8450, -1.1559, 7.2149], [-3.9908, -3.4775, 7.0254], [-2.1144, -3.9919, 5.5060], [-0.4467, -3.2915, 3.9158], [0.1495, -1.7043, 4.3768], [-0.4404, 0.2824, 2.6355], [-1.2809, -2.3456, -0.4851], [-1.9920, 0.1187, 4.3117], [2.0200, -2.6306, -2.5366], [2.0083, -1.8024, -1.6229], [1.0920, -0.9149, -1.5085], [3.1273, -1.7707, -0.5928], [2.5957, -0.8643, 0.9125], [2.9048, 0.8907, 0.5354], [2.9373, 1.7820, 1.6428], [3.0442, 3.1361, 1.4655], [3.0414, 3.6816, 0.1753], [2.9525, 2.8445, -0.9078], [2.8924, 1.4424, -0.7543], [3.7803, -1.3663, 2.2044], [3.4578, -2.5363, 2.8932], [4.2861, -3.0132, 3.8984], [5.4324, -2.3083, 4.2420], [5.7551, -1.1389, 3.5680], [4.9374, -0.6713, 2.5482], [4.0091, -1.3236, -1.0586], [3.3901, -2.7928, -0.3234], [2.9338, 1.3703, 2.6456], [3.1170, 3.7838, 2.3321], [3.1201, 4.7517, 0.0309], [2.9700, 3.2519, -1.9106], [2.9649, 0.8251, -1.6396], [2.5521, -3.0775, 2.6354], [4.0352, -3.9294, 4.4173], [6.0751, -2.6720, 5.0332], [6.6527, -0.5930, 3.8291], [5.2110, 0.2303, 2.0135], [-1.3824, 0.9399, -2.3357], [-0.1372, 1.2484, -1.8734], [0.5577, 1.8930, -2.8556], [-3.0328, 0.9603, -9.0768], [-2.3734, 0.4485, -8.0345], [-1.4642, 1.2500, -7.3640], [-0.7856, 0.7114, -6.2861], [-1.0138, -0.6116, -5.8991], [-1.9439, -1.3913, -6.5839], [-2.6257, -0.8608, -7.6676], [0.1703, -1.3915, -4.3371], [-0.6274, -3.2856, -4.0126], [-1.9995, -3.3492, -3.7586], [-2.6047, -4.5661, -3.4894], [-1.8130, -5.6998, -3.4804], [-2.3847, -6.8788, -3.2208], [-0.4499, -5.6629, -3.7235], [0.1490, -4.4423, -3.9765], [2.0696, -1.4143, -5.2167], [2.9870, -0.4370, -4.8420], [4.2527, -0.4267, -5.4051], [4.5683, -1.4073, -6.3285], [5.7909, -1.4086, -6.8719], [3.6700, -2.3827, -6.7164], [2.4029, -2.3830, -6.1524], [-1.3039, 2.2689, -7.6892], [-0.0722, 1.3300, -5.7533], [-2.1328, -2.4176, -6.2956], [-3.3421, -1.4462, -8.2280], [-2.6107, -2.4531, -3.7704], [-3.6646, -4.6466, -3.2910], [0.1221, -6.5805, -3.7014], [1.2166, -4.3899, -4.1320], [2.7206, 0.3237, -4.1160], [4.9887, 0.3217, -5.1449], [3.9653, -3.1222, -7.4483], [1.6887, -3.1406, -6.4553]], "forces_ev_per_angstrom": [[-0.2, -0.7, 0.1], [-0.1, 0.0, 0.0], [0.1, -0.1, 0.0], [-0.2, 0.2, 0.3], [0.4, 0.1, -0.2], [-0.1, 0.1, -0.1], [0.0, 0.0, 0.0], [0.0, -0.2, 0.0], [0.0, 0.1, 0.0], [0.0, 0.0, 0.0], [0.0, 0.0, 0.0], [0.0, -0.1, 0.0], [0.0, 0.0, -0.1], [0.0, 0.0, 0.0], [0.0, 0.0, 0.0], [0.0, 0.0, 0.0], [0.0, 0.0, 0.0], [0.0, 0.0, 0.0], [0.0, 0.1, 0.0], [0.0, 0.0, 0.0], [0.0, 0.0, 0.0], [-0.1, 0.0, 0.0], [0.0, 0.1, 0.0], [0.0, 0.0, 0.1], [-0.1, -0.1, 0.1], [-0.1, 0.1, 0.1], [0.3, -0.1, -0.2], [-0.2, 0.0, -0.2], [0.1, 0.0, 0.0], [0.1, -0.1, 0.1], [0.0, 0.0, 0.0], [0.0, 0.0, 0.0], [-0.1, 0.0, 0.0], [0.0, 0.0, 0.0], [0.0, 0.0, 0.0], [0.0, 0.0, 0.0], [0.0, 0.0, 0.0], [0.0, 0.0, 0.0], [0.0, 0.0, 0.0], [0.0, 0.0, 0.0], [0.0, 0.0, 0.0], [-0.1, 0.0, 0.0], [0.0, 0.0, 0.0], [0.0, 0.0, 0.0], [0.1, 0.0, 0.0], [0.0, 0.0, 0.0], [0.0, 0.3, 0.2], [0.2, -0.3, -0.1], [-0.2, 0.0, -0.3], [-0.1, 0.0, 0.0], [-0.2, 0.0, 0.1], [-0.3, 0.3, 0.3], [0.3, -0.1, 0.0], [0.1, 0.0, 0.1], [0.1, 0.1, -0.1], [0.1, 0.0, -0.2], [-0.1, 0.2, -0.1], [0.1, 0.1, -0.1], [0.0, 0.0, 0.0], [0.0, 0.0, 0.0], [0.0, 0.0, 0.0], [0.0, 0.0, 0.0], [0.1, 0.0, -0.1], [0.0, 0.0, 0.0], [0.0, 0.0, 0.0], [0.0, 0.0, 0.0], [0.0, 0.0, 0.0], [0.0, 0.0, 0.0], [-0.1, 0.0, 0.0], [0.0, -0.1, 0.0], [0.0, 0.0, 0.0], [0.0, 0.0, 0.0], [0.0, 0.0, 0.0], [0.0, 0.0, 0.0], [0.0, 0.0, 0.0], [0.2, -0.1, 0.2], [-0.3, 0.4, -0.3], [0.1, -0.2, 0.1], [0.0, 0.0, -0.1], [0.1, 0.0, 0.1], [-0.1, 0.0, 0.0], [0.0, -0.1, 0.0], [-0.1, 0.2, 0.0], [0.0, 0.0, 0.0], [0.0, 0.0, -0.1], [0.3, -0.1, 0.3], [-0.2, -0.1, 0.0], [0.1, -0.1, 0.0], [0.0, 0.0, 0.0], [0.1, 0.1, 0.0], [0.0, -0.1, 0.0], [0.0, -0.1, 0.0], [0.0, 0.1, 0.0], [0.0, 0.1, 0.1], [0.0, -0.1, -0.1], [0.0, 0.0, 0.0], [-0.1, 0.0, 0.0], [0.1, 0.0, 0.0], [0.0, 0.0, 0.0], [0.0, 0.0, -0.1], [0.0, 0.0, 0.0], [0.0, 0.0, 0.0], [0.0, 0.0, 0.0], [0.0, 0.0, 0.0], [0.0, 0.0, 0.0], [0.0, 0.0, 0.0], [0.0, 0.0, 0.0], [0.1, 0.0, 0.0], [0.0, 0.0, 0.0], [0.0, 0.0, 0.0], [0.0, 0.0, 0.0], [0.0, 0.0, 0.0]], "gap_ev": [7.9, 5.2], "homo_energy_ev": [-10.0, -10.0], "relative_energy_kj_mol": 0.00, "largest_force_ev_per_a": 0.76, "multiplicity": 2, "total_charge": 1}

Number 2 is which compound?
C52H40BF5N8O3PRuSb